The molecule C5H5Cl in a non-equilibrium geometry. Source: the OMol25 dataset; level of theory: wB97M-V/def2-TZVPD.

Computed properties:
structure (SMILES) = ClC1=CCC=C1
HOMO-LUMO gap = 9.74 eV

Geometry as XYZ:
```
11
Properties=species:S:1:pos:R:3:mulliken_charge:R:1
H -1.28 -1.25 0.82 0.289
H -2.04 1.18 0.18 0.377
C 0.15 1.38 0.03 -0.294
Cl 2.86 0.20 -0.04 -0.228
H 0.42 2.49 -0.12 0.327
C 0.69 -1.04 0.03 -0.437
H 1.41 -2.04 -0.10 0.246
C -1.12 0.75 -0.09 -0.528
C 1.19 0.17 0.16 0.301
C -0.91 -0.68 -0.05 -0.437
H -1.37 -1.16 -0.82 0.383
```



The molecule CH4N2O in a non-equilibrium geometry. Source: the OMol25 dataset; level of theory: wB97M-V/def2-TZVPD.

Computed properties:
structure (SMILES) = NC(N)=O
HOMO-LUMO gap = 10.72 eV

Geometry as XYZ:
```
8
Properties=species:S:1:pos:R:3:mulliken_charge:R:1
H 0.19 -0.44 -2.06 0.267
C 0.26 0.06 0.06 0.505
N -0.76 0.49 1.01 -0.376
H 1.02 -1.27 -1.02 0.314
H -0.50 1.02 1.86 0.246
O 1.42 0.28 0.52 -0.583
H -1.69 0.64 0.80 0.200
N 0.06 -0.78 -1.16 -0.573
```



| no. | E (eV) | highest occupied orbital energy (eV) | LUMO energy (eV) |
| --- | --- | --- | --- |
| 1 | -17785.36056 | -8.87 | 0.87 |
| 2 | -6128.93076 | -9.88 | 0.84 |